--- a ---
Computed, not measured: an isolated molecule of C4H6NP, with wB97M-V/def2-TZVPD.

Geometry (Å):
C1 -0.287 1.008 -0.634
C2 0.978 0.032 -0.065
C3 0.297 -0.975 0.925
N1 2.157 0.295 0.454
C4 3.153 0.536 -0.165
P1 4.158 -0.368 -1.126
H1 -0.141 1.676 -1.450
H2 -0.304 1.586 0.372
H3 -0.957 0.235 -0.860
H4 0.181 -0.734 2.021
H5 1.105 -1.755 0.888
H6 -0.793 -1.209 0.743

Calculated values
lowest unoccupied orbital energy (alpha / beta)	-1.00 / -0.80	eV
HOMO-LUMO gap (alpha / beta)	6.7819 / 7.2015	eV
highest occupied orbital energy (alpha / beta)	-7.78 / -8.01	eV
charge	0
structure (SMILES)	CC(C)=NC#P

---

--- b ---
Computed, not measured: an isolated molecule of C4H6NP, with wB97M-V/def2-TZVPD.

Geometry (Å):
C1 1.777 1.039 -0.748
C2 -1.231 1.444 0.311
C3 0.795 -1.034 0.002
C4 -0.693 -1.292 0.030
N1 1.274 -0.029 -0.606
P1 -1.696 0.199 -0.591
H1 2.629 1.065 -1.405
H2 -1.748 2.397 0.302
H3 -0.540 1.238 1.123
H4 1.375 -1.338 0.923
H5 -1.101 -2.192 -0.534
H6 -0.842 -1.496 1.192

Calculated values
lowest unoccupied orbital energy	0.37	eV
HOMO-LUMO gap	8.3835	eV
highest occupied orbital energy	-8.01	eV
charge	0

---

Which structure is most stable? b, by 29.0 kcal/mol over the runner-up.

---

--- a ---
Computed, not measured: a cluster of 2 separate species, CH5S3 in total, with wB97M-V/def2-TZVPD.

Geometry (Å):
S1 2.193 2.525 2.371
H1 2.834 1.371 2.122
C1 -0.989 -1.269 -1.547
S2 -1.762 -1.228 0.075
S3 -0.778 0.396 0.984
H2 -1.212 -0.361 -2.102
H3 0.067 -1.492 -1.434
H4 -1.522 -2.106 -2.019
H5 1.170 2.163 1.549

Calculated values
lowest unoccupied orbital energy	3.25	eV
HOMO-LUMO gap	5.5486	eV
highest occupied orbital energy	-2.30	eV
charge	-1

---

--- b ---
Computed, not measured: a cluster of 2 separate species, CH5S3 in total, with wB97M-V/def2-TZVPD.

Geometry (Å):
S1 2.451 -1.370 -1.318
H1 3.428 -0.951 -0.489
C1 -1.376 1.184 0.214
S2 -0.364 0.247 1.459
S3 -0.728 -1.690 0.744
H2 -2.386 0.833 0.388
H3 -1.046 0.868 -0.771
H4 -1.306 2.270 0.334
H5 1.328 -1.392 -0.562

Calculated values
lowest unoccupied orbital energy	3.50	eV
HOMO-LUMO gap	6.0366	eV
highest occupied orbital energy	-2.53	eV
charge	-1

---

Which structure is most stable? b, by 2.5 kcal/mol over the runner-up.

---

--- a ---
Computed, not measured: a structure of composition C8H13N, with wB97M-V/def2-TZVPD.

Geometry (Å):
C1 0.931 1.864 -1.986
C2 -0.451 1.556 -1.162
C3 -0.268 0.963 1.168
C4 0.216 -0.222 2.098
C5 0.205 -1.564 1.739
C6 -0.213 -1.779 0.297
C7 0.678 -1.504 -0.862
C8 -0.658 -0.660 -0.508
H1 1.359 0.834 -2.088
H2 0.750 2.290 -3.065
H3 1.724 2.448 -1.282
H4 -1.418 1.654 -1.898
H5 -0.466 2.594 -0.722
H6 0.702 1.922 1.237
H7 -1.286 1.387 1.739
H8 0.732 -0.050 3.084
H9 0.322 -2.245 2.453
H10 -0.915 -2.602 0.252
H11 1.637 -0.907 -0.574
H12 0.693 -2.087 -1.830
H13 -1.439 -0.972 -1.175
N1 -0.720 0.544 -0.119

Calculated values
lowest unoccupied orbital energy	0.99	eV
HOMO-LUMO gap	8.8184	eV
highest occupied orbital energy	-7.83	eV
charge	0

---

--- b ---
Computed, not measured: an isolated molecule of C8H13N, with wB97M-V/def2-TZVPD.

Geometry (Å):
C1 -1.246 0.747 -0.469
C2 -0.514 -1.459 0.874
C3 0.904 1.759 -1.580
C4 -0.623 -0.583 -0.716
C5 0.237 1.013 -0.452
N1 -1.286 -0.974 1.978
C6 -0.443 -1.360 -1.803
C7 1.763 0.697 1.658
C8 0.886 0.658 0.694
H1 -1.725 -1.711 2.517
H2 -0.774 -0.350 2.588
H3 -1.775 0.875 0.475
H4 -1.746 1.139 -1.353
H5 0.509 -1.775 1.091
H6 -1.022 -2.350 0.500
H7 1.862 1.297 -1.829
H8 1.089 2.798 -1.295
H9 0.285 1.761 -2.479
H10 0.513 -1.669 -2.211
H11 -1.224 -1.915 -2.312
H12 1.874 -0.127 2.359
H13 2.456 1.529 1.767

Calculated values
lowest unoccupied orbital energy (alpha / beta)	-0.85 / -0.74	eV
HOMO-LUMO gap (alpha / beta)	4.9210 / 5.2419	eV
highest occupied orbital energy (alpha / beta)	-5.78 / -5.98	eV
charge	0

---

--- c ---
Computed, not measured: an isolated molecule of C8H13N, with wB97M-V/def2-TZVPD.

Geometry (Å):
C1 -1.043 -0.931 1.591
C2 -1.126 -0.479 0.201
C3 -2.357 0.447 0.057
C4 -0.296 -0.719 -0.826
C5 0.961 -1.662 -0.726
C6 1.941 -0.603 -0.416
N1 1.880 0.102 0.881
C7 1.409 0.725 -0.063
C8 1.196 2.102 -0.551
H1 -1.924 -1.257 2.007
H2 -0.777 -0.028 2.141
H3 -0.268 -1.622 1.805
H4 -2.227 1.011 -0.950
H5 -3.371 -0.078 0.111
H6 -2.266 1.096 0.821
H7 -0.350 -0.180 -1.758
H8 1.232 -2.128 -1.608
H9 0.806 -2.348 0.057
H10 2.957 -0.646 -0.881
H11 0.722 2.157 -1.429
H12 2.276 2.400 -0.630
H13 0.624 2.642 0.164

Calculated values
lowest unoccupied orbital energy	0.98	eV
HOMO-LUMO gap	9.4683	eV
highest occupied orbital energy	-8.49	eV
charge	0
structure (SMILES)	CC(C)=CC[C@@H]1N=C1C

---

Which structure is most stable? c, by 47.8 kcal/mol over the runner-up.

---

--- a ---
Computed, not measured: an isolated molecule of C4H6IN, with wB97M-V/def2-TZVPD.

Geometry (Å):
I1 -0.172 -0.138 -3.036
N1 0.639 1.122 -1.616
C1 -0.140 1.331 -0.452
C2 -0.366 -0.146 0.494
C3 -0.855 -1.338 0.616
C4 0.291 -0.982 1.542
H1 1.559 0.764 -1.370
H2 0.366 2.021 0.218
H3 -1.146 1.660 -0.701
H4 -1.544 -2.102 0.351
H5 0.099 -0.776 2.591
H6 1.270 -1.417 1.364

Calculated values
lowest unoccupied orbital energy	-0.17	eV
HOMO-LUMO gap	8.6479	eV
highest occupied orbital energy	-8.82	eV
charge	0
structure (SMILES)	INCC1=CC1

---

--- b ---
Computed, not measured: a cluster of 2 separate species, C4H6IN in total, with wB97M-V/def2-TZVPD.

Geometry (Å):
C1 -1.606 2.139 0.978
C2 -2.418 2.924 0.135
N1 -1.089 3.016 0.141
H1 -3.171 3.455 -0.420
C3 1.671 -1.756 -0.405
C4 0.547 -1.105 0.363
I1 -1.174 -0.437 -0.880
H2 2.233 -1.154 -1.125
H3 1.595 -2.787 -0.886
H4 2.513 -2.065 0.312
H5 0.725 -0.240 0.877
H6 0.174 -1.991 0.910

Calculated values
lowest unoccupied orbital energy	0.07	eV
HOMO-LUMO gap	8.9320	eV
highest occupied orbital energy	-8.87	eV
charge	0
structure (SMILES)	C1=CN=1.CCI

---

--- c ---
Computed, not measured: a structure of composition C4H6IN, with wB97M-V/def2-TZVPD.

Geometry (Å):
C1 0.219 0.443 0.288
C2 -1.020 -0.297 0.395
C3 -0.027 -1.554 0.119
C4 0.565 2.200 0.500
N1 1.051 -0.457 0.019
I1 -0.346 3.179 -1.195
H1 -1.565 -0.194 1.410
H2 -1.637 0.075 -0.370
H3 -0.002 -2.373 0.827
H4 -0.081 -1.925 -0.832
H5 1.725 2.212 0.396
H6 0.089 2.698 1.384

Calculated values
lowest unoccupied orbital energy	0.35	eV
HOMO-LUMO gap	9.6507	eV
highest occupied orbital energy	-9.30	eV
charge	0

---

Which structure is most stable? c, by 25.5 kcal/mol over the runner-up.

---

--- a ---
Computed, not measured: the ion C4H6N3 with charge +1, with wB97M-V/def2-TZVPD.

Geometry (Å):
H1 -0.688 -1.235 2.189
N1 -0.234 -1.411 1.183
C1 -0.469 -0.620 0.274
C2 -0.949 0.737 0.275
C3 0.182 1.464 0.001
N2 1.292 0.881 -0.445
C4 1.302 -0.435 -0.755
N3 0.160 -1.078 -1.012
H2 -1.575 1.178 1.078
H3 -1.633 0.984 -0.507
H4 0.226 2.568 -0.008
H5 2.246 -1.011 -0.994
H6 0.141 -2.021 -1.278

Calculated values
lowest unoccupied orbital energy	-6.12	eV
HOMO-LUMO gap	9.4218	eV
highest occupied orbital energy	-15.54	eV
charge	+1
structure (SMILES)	[H]/N=C1\CC=NC=[NH+]1

---

--- b ---
Computed, not measured: the ion C4H6N3 with charge +1, with wB97M-V/def2-TZVPD.

Geometry (Å):
C1 3.978 0.753 -0.123
N1 3.114 -0.023 -0.034
N2 1.951 -0.227 0.172
C2 1.118 -1.169 0.134
N3 -0.190 -0.916 0.128
C3 -0.791 0.297 0.101
C4 -2.022 0.429 -0.309
H1 4.809 1.254 -0.540
H2 1.462 -2.179 0.148
H3 -0.869 -1.556 -0.287
H4 -0.241 1.193 0.285
H5 -2.597 1.297 -0.196
H6 -2.736 -0.274 -0.460

Calculated values
lowest unoccupied orbital energy	-4.98	eV
HOMO-LUMO gap	8.2608	eV
highest occupied orbital energy	-13.24	eV
charge	+1
structure (SMILES)	C#[N+]/N=C/NC=C

---

--- c ---
Computed, not measured: the ion C4H6N3 with charge +1, with wB97M-V/def2-TZVPD.

Geometry (Å):
H1 0.232 -2.875 -0.879
N1 0.222 -2.082 -0.129
N2 0.778 -1.081 -0.265
C1 0.854 0.173 0.025
C2 2.169 0.872 0.144
C3 -0.439 0.691 0.162
N3 -1.616 0.374 -0.042
C4 -2.902 0.183 0.135
H2 2.928 0.354 -0.470
H3 2.538 1.219 1.136
H4 2.037 1.934 -0.155
H5 -3.216 -0.576 0.664
H6 -3.587 0.814 -0.324

Calculated values
lowest unoccupied orbital energy (alpha / beta)	-5.99 / -5.88	eV
HOMO-LUMO gap (alpha / beta)	7.2060 / 7.4427	eV
highest occupied orbital energy (alpha / beta)	-13.20 / -13.32	eV
charge	+1
structure (SMILES)	[H]/N=N/C(C)=C=[N+]=C

---

Which structure is most stable? a, by 37.0 kcal/mol over the runner-up.

---

--- a ---
Computed, not measured: an isolated molecule of CH3NO2S2, with wB97M-V/def2-TZVPD.

Geometry (Å):
N1 -0.554 -0.608 1.057
S1 0.458 0.737 0.645
O1 0.202 1.777 1.594
S2 2.159 0.316 0.026
C1 -0.471 1.511 -1.027
O2 -0.036 1.463 -2.128
H1 -0.416 -1.518 0.662
H2 -0.714 -0.762 2.024
H3 -1.500 2.047 -0.788

Calculated values
lowest unoccupied orbital energy	0.04	eV
HOMO-LUMO gap	9.5229	eV
highest occupied orbital energy	-9.48	eV
charge	0
structure (SMILES)	N[S@@](=O)(=S)C=O

---

--- b ---
Computed, not measured: an isolated molecule of CH3NO2S2, with wB97M-V/def2-TZVPD.

Geometry (Å):
N1 0.580 -1.073 -0.778
S1 0.368 -0.830 0.808
O1 -0.953 -0.346 0.857
O2 0.652 -2.021 1.557
C1 1.522 0.377 1.704
S2 1.364 1.912 1.811
H1 1.045 -1.850 -1.177
H2 -0.414 -0.905 -1.145
H3 2.262 -0.442 2.408

Calculated values
lowest unoccupied orbital energy	-1.19	eV
HOMO-LUMO gap	8.3610	eV
highest occupied orbital energy	-9.55	eV
charge	0
structure (SMILES)	NS(=O)(=O)C=S

---

Which structure is most stable? a, by 6.9 kcal/mol over the runner-up.